A molecular structure, C17H34FHfNO5S2 in a non-equilibrium geometry, computed with wB97M-V/def2-TZVPD.

Geometry as XYZ:
```
61
Properties=species:S:1:pos:R:3:forces:R:3
Hf 2.618811 -0.782564 -1.422836 -0.6 0.0 3.1
C -3.024789 0.857036 -4.125486 -0.3 0.7 0.1
C -3.048939 2.353616 -3.658046 -2.7 -1.3 0.4
C -4.529089 2.727976 -3.315676 -0.7 0.5 0.6
C -4.646279 4.084566 -2.568156 0.2 -0.5 -0.5
C -3.839439 4.099446 -1.322116 1.0 0.7 0.5
C -2.333459 3.707886 -1.446846 -3.2 -1.0 3.0
N -2.327929 2.476876 -2.358646 10.4 -1.2 -1.1
O -1.033909 1.836086 -2.312926 -8.3 3.2 -0.1
C -1.970379 3.364376 0.067874 1.2 -1.1 -0.1
C -1.472129 4.842776 -1.970466 0.9 0.5 0.0
C -2.590939 3.318956 -4.815146 0.9 -0.9 0.6
H -3.721809 0.761556 -4.958036 0.5 0.5 -0.6
H -3.561309 0.172276 -3.468706 0.7 0.1 0.8
H -2.005799 0.556126 -4.368826 -0.3 -0.3 -0.1
H -4.956849 1.900096 -2.750226 0.0 0.1 0.3
H -5.147519 2.773416 -4.212106 0.4 -0.1 -0.3
H -5.614059 4.366116 -2.153176 -0.5 -0.4 -1.0
H -4.324669 4.887156 -3.231866 -0.1 0.1 -0.1
H -4.346059 3.551356 -0.527736 0.2 -0.4 -0.1
H -3.823389 5.128336 -0.962636 0.1 0.0 0.2
H -0.900819 3.307206 0.270084 0.2 0.2 -0.5
H -2.315329 2.412356 0.471304 -0.4 -0.4 -0.8
H -2.347889 4.019206 0.853224 -0.3 0.8 -0.8
H -1.977909 5.807406 -1.928436 -0.6 -0.3 -0.4
H -1.043799 4.684026 -2.960126 0.1 0.1 0.3
H -0.716579 4.999686 -1.200646 0.6 -0.3 -0.5
H -1.522529 3.493606 -4.688256 -0.1 0.5 -0.2
H -3.233129 4.195846 -4.897436 0.5 0.0 0.2
H -2.682639 2.700006 -5.707676 -0.2 0.1 0.0
F 1.766771 -0.445774 1.791494 0.6 -0.2 -2.8
C 7.537451 -2.736934 4.582814 0.6 -2.3 2.0
C 8.718471 -3.009074 3.653524 0.0 0.0 -0.3
C 8.175411 -2.818974 2.189784 0.4 1.4 1.8
S 7.348801 -1.160984 2.479424 1.3 -1.5 -0.8
O 6.192631 -1.106384 1.581154 0.6 1.1 0.1
O 8.442311 -0.170424 2.533184 -2.2 -1.1 -0.2
C 6.724681 -1.643054 4.098454 -2.3 2.0 -1.3
H 7.836141 -2.621154 5.624684 0.6 0.5 -0.1
H 6.892711 -3.603644 4.728504 0.0 -0.3 -0.6
H 9.137891 -3.998744 3.834434 0.0 0.1 -0.1
H 9.439721 -2.256854 3.972994 0.4 -0.1 -0.7
H 7.497971 -3.643134 1.966324 -0.3 0.4 -0.2
H 8.880931 -2.629654 1.380774 0.2 -0.2 0.3
H 5.740561 -2.011454 3.808814 -0.1 0.0 -0.1
H 6.478591 -0.771444 4.704944 0.7 0.0 0.2
C -2.240519 -4.580654 2.704034 -0.3 2.4 -1.8
C -2.690689 -3.107244 2.414194 -0.3 0.5 2.2
C -3.143049 -2.887024 1.007514 -0.8 -1.0 -0.6
S -2.027719 -3.861344 0.090774 2.0 -0.9 -0.3
O -0.985069 -2.933964 -0.310266 0.7 0.2 -0.7
O -2.640299 -4.717804 -0.902366 0.2 0.6 0.6
C -1.360639 -4.864404 1.494224 -0.7 -1.7 -0.3
H -3.150129 -5.166894 2.573544 0.3 -0.5 1.0
H -1.668749 -4.544094 3.631314 -0.6 -0.7 0.1
H -1.863039 -2.456534 2.696454 0.1 0.2 -0.3
H -3.506749 -2.853664 3.090834 0.0 0.1 0.1
H -3.128749 -1.881214 0.587714 0.1 -0.1 0.3
H -4.078989 -3.391354 0.767164 -0.5 0.3 0.4
H -0.285569 -4.836884 1.671884 -0.1 0.7 -0.4
H -1.600559 -5.892074 1.221414 0.4 -0.1 -0.5
```
Forces are in eV/Å.

Properties
E_tot: -2042.19619 a.u.
Net charge: +2
HOMO: -13.458 eV
Kohn-Sham gap: 3.2448 eV
Strongest force on any atom: 10.50 eV Å⁻¹
Relative energy (zero: lowest compared OMol25 entry of this formula, charge and spin): 879.92 kJ/mol
LUMO: -0.3753 Eh


A molecular structure, C17H34N2Nb in a non-equilibrium geometry, computed with wB97M-V/def2-TZVPD.

Geometry as XYZ:
```
54
Properties=species:S:1:pos:R:3:forces:R:3
C 2.521100 -0.810488 -0.604230 -0.3 0.3 -0.1
C 1.442906 -0.064235 -1.372279 0.0 0.1 -0.4
C 1.756085 1.422490 -1.524127 0.3 -0.4 0.4
C 1.398758 2.242183 -0.297385 -0.3 0.9 -0.2
C -0.057221 2.777218 -0.232051 0.0 -0.7 0.0
C -1.057208 2.266999 -1.278427 -0.4 0.4 0.7
C -2.479374 2.356612 -0.718440 0.5 -0.2 -0.4
C -3.553327 2.036469 -1.731112 -0.6 0.5 0.3
C -4.970828 2.233554 -1.120409 0.3 -0.7 -0.9
Nb -6.150390 0.312375 -0.861125 0.7 1.0 -0.1
H 2.136789 -1.775949 -0.303556 0.2 -0.3 0.2
H 3.418335 -0.948931 -1.198857 0.2 -0.1 -0.1
H 2.795312 -0.237637 0.277532 0.1 -0.1 0.3
H 1.323237 -0.482593 -2.368438 0.0 -0.3 -0.1
H 0.489782 -0.211852 -0.877981 -0.3 0.1 0.2
H 1.304225 1.825265 -2.421615 -0.2 0.2 -0.1
H 2.834504 1.489606 -1.667443 0.2 0.1 -0.2
H 1.616611 1.706921 0.620981 0.1 -0.3 0.1
H 2.055529 3.109054 -0.284061 0.2 0.2 0.1
H -0.466016 2.519265 0.740338 -0.1 -0.1 0.3
H -0.074299 3.859960 -0.263877 0.1 0.3 0.0
H -0.893608 1.232104 -1.546716 0.2 -0.2 -0.3
H -0.999687 2.902405 -2.155759 0.1 -0.1 -0.5
H -2.547178 1.639791 0.095862 -0.2 0.0 0.4
H -2.638068 3.359510 -0.326387 -0.1 0.2 0.2
H -3.433459 2.719379 -2.572293 0.1 0.0 -0.3
H -3.423977 1.022722 -2.095915 0.2 -0.2 -0.2
H -5.514443 2.989999 -1.676952 -0.2 0.1 -0.2
H -4.848181 2.642940 -0.118112 -0.2 -0.1 0.4
H -5.805598 -0.096869 -2.617104 -0.2 -0.3 -0.4
H -7.683919 1.251288 -1.211738 -0.3 0.2 0.7
H -6.580075 0.614061 0.912207 -0.3 -0.4 0.2
H -4.633374 -0.492139 -0.173763 0.0 0.2 0.7
H -7.052784 -1.301480 -0.866559 0.0 -0.1 -0.4
N 6.084325 -3.704710 -1.106777 0.0 0.0 0.0
C 6.166086 -4.428535 0.051713 0.0 0.0 0.0
C 4.920598 -4.930490 0.319142 0.0 0.0 0.0
C 4.054089 -4.491182 -0.718023 0.0 0.0 0.0
C 4.801687 -3.738236 -1.582142 0.0 0.0 0.0
H 6.847552 -3.218690 -1.539552 0.0 0.0 0.0
H 7.097349 -4.522673 0.583141 0.0 0.0 0.0
H 4.657687 -5.541589 1.166088 0.0 0.0 0.0
H 3.002386 -4.701192 -0.815668 0.0 0.0 0.0
H 4.532755 -3.223825 -2.488488 0.0 0.0 0.0
N -0.845397 0.452320 4.539573 0.1 0.0 0.0
C -0.060557 -0.622931 4.860753 0.0 0.0 0.0
C 0.505305 -1.087973 3.703011 0.0 0.0 0.0
C 0.039959 -0.261879 2.643570 0.1 0.0 -0.1
C -0.787353 0.678098 3.192717 -0.1 0.1 0.0
H -1.386319 0.989938 5.190884 0.0 0.0 0.0
H 0.026090 -0.962968 5.878432 0.0 0.0 0.0
H 1.174131 -1.928628 3.622783 0.0 0.0 0.0
H 0.281169 -0.348367 1.596858 0.0 0.0 0.0
H -1.341702 1.483516 2.741780 0.0 0.0 0.0
```
Forces are in eV/Å.

Properties
E_tot: -834.36359 a.u.
Net charge: -1
HOMO: -4.459 eV
Kohn-Sham gap: 6.6560 eV
Strongest force on any atom: 1.24 eV Å⁻¹
Relative energy (zero: lowest compared OMol25 entry of this formula, charge and spin): 111.72 kJ/mol
LUMO: 0.0808 Eh


A molecular structure, C17H34N3OPSSiZr in a non-equilibrium geometry, computed with wB97M-V/def2-TZVPD.

Geometry as XYZ:
```
59
Properties=species:S:1:pos:R:3:forces:R:3
Zr 0.005278 -0.161973 0.211126 2.3 -0.5 -3.3
Si 1.816806 1.930475 0.610196 -0.4 -0.4 0.1
P -0.755710 1.639861 -1.686375 0.2 0.2 -0.1
N 1.127135 -0.900015 -1.230607 -2.5 0.6 2.5
H -1.826700 -0.698316 0.196712 -0.3 -0.3 -0.6
C -2.307760 1.279655 -2.585457 -0.1 0.0 -0.1
H -2.512238 2.064899 -3.328179 0.0 -0.2 0.1
H -3.137578 1.221560 -1.869367 0.2 0.0 -0.2
H -2.217654 0.309613 -3.091843 0.0 0.2 0.1
C -1.073265 3.364944 -1.159982 -0.1 0.1 -0.1
H -1.437252 3.939152 -2.023014 0.1 0.0 0.2
H -0.157561 3.824605 -0.769996 -0.2 -0.1 -0.1
H -1.834133 3.373865 -0.368870 0.2 0.0 -0.2
C 0.419140 1.865253 -3.074789 -0.1 0.0 0.0
H 0.008346 2.581381 -3.800157 0.1 -0.1 0.1
H 0.583668 0.895487 -3.560900 0.0 0.2 0.1
H 1.381173 2.225215 -2.692827 -0.2 -0.1 -0.1
C 1.352162 3.150017 1.987888 0.3 0.3 0.1
H 1.060069 2.609357 2.899475 0.0 0.2 -0.2
H 0.530707 3.810383 1.678742 0.1 -0.1 0.2
H 2.242448 3.760916 2.207807 -0.4 0.0 0.1
H 3.039542 1.256820 1.153976 0.2 0.1 -0.1
H 2.249241 2.800885 -0.532220 0.2 0.0 0.0
C 2.085563 -1.402234 -1.997379 1.5 -0.5 -1.2
C 2.916890 -3.155884 -3.492291 0.4 0.3 0.0
C 1.894653 -2.627184 -2.724177 0.2 0.8 0.5
C 3.365581 -0.741713 -2.114875 -0.9 -0.6 0.0
C 4.367399 -1.294231 -2.897883 -0.3 -0.2 0.0
C 4.153350 -2.496332 -3.586964 -0.1 -0.1 0.0
H 2.753146 -4.091725 -4.027056 0.1 0.2 0.1
H 0.916201 -3.106649 -2.632261 0.3 0.1 -0.1
H 3.501021 0.186975 -1.555014 0.0 -0.3 -0.2
H 5.327872 -0.783121 -2.973185 -0.2 -0.2 0.0
H 4.948315 -2.918405 -4.198642 -0.2 0.1 0.1
C -2.156106 1.199848 2.179213 2.6 0.7 -0.6
O -1.113906 1.267761 1.468273 -3.2 0.4 2.2
C -2.848572 -0.053482 2.549337 -0.8 -0.8 0.2
H -3.851238 0.191149 2.929321 0.3 -0.1 0.1
H -2.297759 -0.591249 3.348383 -0.1 0.3 -0.4
H -2.967578 -0.740768 1.693878 0.4 0.4 0.2
C -2.656131 2.445600 2.843613 0.0 0.3 -0.3
H -3.690742 2.634883 2.532250 0.1 0.0 0.1
H -2.026947 3.306399 2.604889 -0.1 -0.2 0.0
H -2.664643 2.285427 3.928912 0.0 0.0 -0.2
S 1.104183 -1.412662 2.174650 -0.2 -0.7 0.7
C -0.143566 -2.614409 2.276413 0.0 -0.2 -0.3
N -0.727435 -3.189198 1.209595 0.5 0.4 0.5
C -1.808640 -4.183831 1.277058 0.5 -0.1 -0.2
C -2.437156 -4.201508 2.652666 -0.5 0.1 0.1
C -1.372802 -4.172849 3.727423 0.4 0.1 0.0
N -0.534588 -2.996979 3.505847 0.3 -0.1 0.0
H -0.373240 -2.916059 0.290354 -0.1 -0.1 0.2
H -1.383731 -5.171957 1.049313 -0.1 0.2 0.0
H -2.537875 -3.939498 0.502048 0.1 0.0 0.1
H -3.036832 -5.103978 2.764108 -0.1 0.0 -0.1
H -3.111361 -3.342521 2.769430 0.2 -0.1 0.0
H -0.755725 -5.084916 3.693005 -0.2 0.2 0.0
H -1.799675 -4.079269 4.726070 -0.1 -0.1 -0.1
H 0.066071 -2.660355 4.252483 -0.3 0.0 -0.2
```
Forces are in eV/Å.

Properties
E_tot: -1983.73493 a.u.
Net charge: 0
HOMO (alpha / beta): -5.886 / -5.886 eV
Kohn-Sham gap (alpha / beta): 5.7970 / 5.7964 eV
Strongest force on any atom: 4.04 eV Å⁻¹
Relative energy (zero: lowest compared OMol25 entry of this formula, charge and spin): 115.60 kJ/mol
LUMO (alpha / beta): -0.0033 / -0.0033 Eh


A molecular structure, C17H34NO3Rb in a non-equilibrium geometry, computed with wB97M-V/def2-TZVPD.

Geometry as XYZ:
```
56
Properties=species:S:1:pos:R:3:forces:R:3
Rb -0.484481 0.793248 -1.433277 -0.3 -0.5 0.7
C -1.580063 -2.922112 2.679550 0.3 -0.4 0.1
C -2.482805 -1.697603 2.893780 0.4 0.8 -0.3
C -2.737206 -1.436806 4.390272 -0.4 -0.8 -0.4
C -1.682291 -0.714781 5.177800 0.6 -0.5 0.1
C -1.377682 0.590983 4.468709 1.0 -0.3 0.6
C -0.975449 0.323514 3.000999 0.9 0.2 0.5
N -1.972240 -0.471997 2.283887 -0.6 1.2 0.1
O -1.730402 -0.615723 0.913101 0.8 0.3 -0.5
C 0.434813 -0.312721 3.012747 0.5 -0.7 -0.4
C -0.812608 1.717116 2.370733 -1.5 -1.0 -1.4
C -3.849402 -1.985709 2.265104 -0.6 -0.1 0.1
H -2.194657 -3.824859 2.730197 0.2 -0.1 0.3
H -0.777810 -2.962909 3.421991 -0.2 -0.2 0.2
H -1.071048 -2.958384 1.715517 -0.3 0.5 -0.2
H -2.927795 -2.447969 4.770811 -0.3 0.3 0.5
H -3.626493 -0.800982 4.428600 -0.2 -0.3 0.2
H -0.745969 -1.284699 5.259566 -0.1 -0.1 -0.4
H -1.961278 -0.668625 6.235446 -0.3 0.6 -0.1
H -0.464533 0.992933 4.927324 -0.1 0.2 0.0
H -2.126468 1.372655 4.607965 -0.4 -0.3 -0.4
H 1.197674 0.243629 3.566916 -0.3 0.1 0.3
H 0.864843 -0.411914 2.009350 -0.5 0.1 -0.2
H 0.403676 -1.341815 3.374199 0.1 0.2 0.3
H -0.403216 1.548020 1.376464 0.5 0.2 -0.1
H -0.247985 2.463837 2.915894 0.0 -0.1 0.3
H -1.845888 2.002498 2.131147 0.1 0.6 0.4
H -4.275346 -2.916298 2.657062 0.2 -0.2 -0.1
H -3.798670 -2.027430 1.178922 0.2 -0.1 0.0
H -4.598675 -1.234292 2.530968 0.3 0.3 -0.1
C -0.443598 1.928720 -6.594030 -1.6 -0.2 -0.4
C 0.740744 2.751017 -6.177900 0.2 -0.3 1.0
C 1.051549 2.147625 -4.795908 0.2 -0.9 -0.1
O -0.150427 1.489523 -4.324416 -0.2 1.0 0.0
C -1.190898 1.787965 -5.269643 0.4 -0.7 -0.3
H -0.210198 0.953532 -7.023427 0.3 0.0 0.2
H -1.109142 2.437630 -7.298345 0.3 0.0 -0.1
H 0.414060 3.780146 -6.027533 0.3 0.1 -0.4
H 1.596178 2.625950 -6.835125 0.0 0.5 -0.1
H 1.433009 2.858377 -4.059560 -0.2 0.1 0.0
H 1.765101 1.324538 -4.891416 0.2 0.3 0.0
H -1.709163 2.735219 -5.077584 0.0 -0.1 0.4
H -1.874384 0.940183 -5.218869 -0.2 0.2 -0.1
C 4.228587 -0.934463 -0.661014 0.0 -0.4 -0.2
C 4.537983 0.033896 -1.797038 -0.6 0.4 0.3
C 3.323847 -0.225685 -2.667788 -0.2 -0.2 0.4
O 2.228560 -0.305482 -1.731085 -0.3 -0.1 0.1
C 2.694450 -0.865697 -0.491089 1.6 0.2 0.1
H 4.789773 -0.671577 0.233946 -0.1 -0.4 0.1
H 4.414858 -1.960009 -0.989784 0.6 0.1 0.2
H 5.505261 -0.115824 -2.267832 0.0 -0.1 -0.1
H 4.485144 1.051672 -1.399269 0.1 0.1 -0.1
H 3.474905 -1.184825 -3.172948 -0.3 -0.1 -0.1
H 3.021871 0.524560 -3.389146 0.3 0.2 -0.1
H 2.333509 -1.876339 -0.316324 -0.5 0.1 -0.1
H 2.497889 -0.241435 0.381384 -0.7 0.2 -0.3
```
Forces are in eV/Å.

Properties
E_tot: -972.57679 a.u.
Net charge: 0
HOMO: -4.548 eV
Kohn-Sham gap: 4.2549 eV
Strongest force on any atom: 2.29 eV Å⁻¹
Relative energy (zero: lowest compared OMol25 entry of this formula, charge and spin): 46.16 kJ/mol
LUMO: -0.0108 Eh


Question: Which value of net charge does entry 1 give?
Answer: +2